{
  "formula": "C4H8NO2",
  "method": "ωB97M-V/def2-TZVPD",
  "symbols": ["C", "C", "C", "C", "N", "O", "O", "H", "H", "H", "H", "H", "H", "H", "H"],
  "xyz": [[0.29731, 0.31292, -1.97701], [-0.55649, -0.78788, 2.09765], [-0.58142, 0.28705, -0.23258], [-0.06450, -0.91371, 0.67896], [1.26327, 1.16810, -1.95228], [1.80389, 1.52426, -3.04968], [1.72627, 1.52913, -0.85477], [-0.39549, 0.27118, -2.88219], [-0.01953, -1.37702, 2.79469], [-0.42540, 0.32996, 2.34526], [-1.67739, -1.01649, 2.25517], [-1.73871, 0.19698, -0.25048], [-0.16550, 1.24976, 0.07998], [-0.46664, -1.91368, 0.25786], [1.00033, -0.86054, 0.68941]],
  "mulliken_charge": [-0.52, -1.08, -0.71, -0.35, 0.79, -0.82, -0.76, 0.26, 0.37, 0.27, 0.25, 0.35, 0.38, 0.28, 0.30],
  "multiplicity": 3,
  "total_charge": -1,
  "gap_ev": [3.949, 7.722],
  "homo_energy_ha": [-0.0009, -0.1518],
  "energy_ha": -362.18709,
  "relative_energy_kcal_mol": 53.4
}

{
  "formula": "C4H8NO2",
  "method": "ωB97M-V/def2-TZVPD",
  "symbols": ["O", "C", "C", "C", "C", "O", "N", "H", "H", "H", "H", "H", "H", "H", "H"],
  "xyz": [[1.59392, 1.02958, -2.17865], [1.54475, 0.20252, -1.32397], [0.11404, -0.10628, -0.66008], [-0.44550, 0.87176, 0.30080], [-1.67336, 0.06950, 1.30993], [-1.12484, -0.29245, 2.44210], [0.35071, -1.54048, -0.07259], [2.41563, -0.48003, -1.11098], [-0.50351, -0.19066, -1.55317], [-0.84137, 1.80468, -0.14976], [0.10992, 1.17584, 1.12065], [-2.50162, 0.87297, 1.28496], [-1.94641, -0.71469, 0.68317], [-0.34651, -2.22001, -0.51722], [0.16672, -1.58679, 0.88294]],
  "mulliken_charge": [-0.45, -0.18, 0.28, -0.72, -0.41, -0.42, -0.70, 0.37, 0.25, 0.39, 0.38, 0.31, 0.35, 0.25, 0.29],
  "multiplicity": 2,
  "gap_ev": [10.341, 7.616],
  "homo_energy_ha": [-0.3510, -0.3567],
  "energy_ha": -362.30305,
  "relative_energy_kcal_mol": 56.6
}

{
  "formula": "C4H8NO2",
  "method": "ωB97M-V/def2-TZVPD",
  "symbols": ["C", "C", "C", "C", "N", "O", "O", "H", "H", "H", "H", "H", "H", "H", "H"],
  "xyz": [[-2.48922, 1.13604, 0.25289], [-0.42532, -0.15723, -0.06589], [0.03480, -1.69060, -0.21687], [2.83275, 0.48415, -0.11434], [0.61905, 0.60371, 0.28325], [-1.69421, 0.03629, -0.11521], [1.85227, 0.14415, 0.55164], [-2.13574, 1.61893, 1.26680], [-3.45498, 0.69400, 0.28969], [0.67083, -1.90302, -1.16651], [-0.90392, -2.23791, -0.37137], [0.75029, -2.01182, 0.65088], [3.82080, 0.48606, 0.37202], [2.94504, 0.94852, -1.05369], [-2.42244, 1.84876, -0.56327]],
  "mulliken_charge": [-0.61, 0.87, -0.97, 0.07, -0.54, -0.29, 0.04, 0.31, 0.26, 0.31, 0.31, 0.31, 0.27, 0.33, 0.32],
  "total_charge": 1,
  "gap_ev": 8.933,
  "homo_energy_ha": -0.5488,
  "energy_ha": -361.99034,
  "relative_energy_kcal_mol": 140.0
}

{
  "formula": "C4H8NO2",
  "method": "ωB97M-V/def2-TZVPD",
  "symbols": ["C", "C", "C", "C", "N", "O", "O", "H", "H", "H", "H", "H", "H", "H", "H"],
  "xyz": [[-0.59676, 1.08511, 0.03244], [0.38001, 0.12014, -0.02936], [-2.58201, -0.25865, -0.21732], [1.87653, 0.46482, -0.24442], [0.25477, -1.21194, 0.34219], [-1.86990, 0.73234, 0.15595], [-3.81753, -0.21408, -0.11316], [-0.62038, 2.19010, -0.18666], [-2.30114, -1.20420, -0.70169], [2.23702, 1.11611, 0.49902], [2.00306, 0.84875, -1.26179], [2.48113, -0.42739, -0.07802], [1.13749, -1.66966, 0.55878], [-0.61714, -1.64408, 0.54312], [-4.04211, 0.54341, 0.40605]],
  "mulliken_charge": [-0.46, 0.87, 0.27, -1.18, -0.37, -0.32, -0.27, 0.34, 0.47, 0.35, 0.30, 0.35, 0.19, 0.09, 0.38],
  "total_charge": 1,
  "gap_ev": [7.990, 7.991],
  "homo_energy_ha": [-0.4719, -0.4719],
  "energy_ha": -362.11239,
  "relative_energy_kcal_mol": 63.4
}

Repeat the third record exactly.
{
  "formula": "C4H8NO2",
  "method": "ωB97M-V/def2-TZVPD",
  "symbols": ["C", "C", "C", "C", "N", "O", "O", "H", "H", "H", "H", "H", "H", "H", "H"],
  "xyz": [[-2.48922, 1.13604, 0.25289], [-0.42532, -0.15723, -0.06589], [0.03480, -1.69060, -0.21687], [2.83275, 0.48415, -0.11434], [0.61905, 0.60371, 0.28325], [-1.69421, 0.03629, -0.11521], [1.85227, 0.14415, 0.55164], [-2.13574, 1.61893, 1.26680], [-3.45498, 0.69400, 0.28969], [0.67083, -1.90302, -1.16651], [-0.90392, -2.23791, -0.37137], [0.75029, -2.01182, 0.65088], [3.82080, 0.48606, 0.37202], [2.94504, 0.94852, -1.05369], [-2.42244, 1.84876, -0.56327]],
  "mulliken_charge": [-0.61, 0.87, -0.97, 0.07, -0.54, -0.29, 0.04, 0.31, 0.26, 0.31, 0.31, 0.31, 0.27, 0.33, 0.32],
  "total_charge": 1,
  "gap_ev": 8.933,
  "homo_energy_ha": -0.5488,
  "energy_ha": -361.99034,
  "relative_energy_kcal_mol": 140.0
}